The following is a quantum chemistry calculation of a structure of composition C54H74BCsN18OS3 at a distorted geometry, from the OMol25 dataset.

The value obtained for the HOMO energy is -0.1922 Ha. The energy comes out at -119799.3120 eV. The lowest unoccupied orbital energy comes out at 0.13 eV. Its total charge is 0.

Each line ends with the Mulliken charge.
Geometry (Å):
Cs (-1.319, 0.448, 1.098)  1.30
C (-4.889, 1.189, -3.054)  -2.10
C (-3.630, 0.435, -3.358)  -0.08
C (-3.626, -0.552, -4.300)  -0.24
C (-2.443, -1.265, -4.577)  0.23
N (-1.355, -1.034, -3.901)  -0.46
N (-1.337, -0.080, -2.956)  0.87
B (0.016, 0.095, -2.362)  -1.21
N (0.885, -0.971, -2.084)  0.58
N (2.220, -0.634, -2.299)  -0.50
C (3.170, -1.401, -1.878)  -0.24
C (2.942, -2.582, -1.128)  -0.49
C (1.642, -3.018, -0.989)  0.36
C (1.384, -4.338, -0.321)  -1.96
C (0.590, -2.278, -1.555)  0.57
S (-0.920, -3.003, -1.746)  -0.36
C (4.559, -0.961, -2.346)  2.49
C (4.546, -0.953, -3.884)  -1.72
C (5.658, -1.908, -1.868)  -2.31
C (4.860, 0.462, -1.859)  -1.04
N (0.678, 1.421, -2.634)  0.73
N (0.665, 1.699, -3.936)  -0.74
C (1.382, 2.674, -4.409)  -0.26
C (2.174, 3.465, -3.540)  -0.45
C (2.180, 3.205, -2.203)  0.35
C (2.992, 4.009, -1.243)  -1.88
C (1.390, 2.114, -1.706)  0.16
S (1.341, 1.702, -0.081)  0.42
C (1.323, 2.844, -5.924)  2.42
C (2.193, 4.007, -6.397)  -2.28
C (1.824, 1.545, -6.574)  -1.50
C (-0.135, 3.087, -6.336)  -1.53
C (-2.415, 0.717, -2.662)  0.78
S (-2.245, 1.959, -1.539)  -0.01
C (-2.386, -2.337, -5.655)  1.86
C (-3.309, -3.490, -5.235)  -1.62
C (-2.851, -1.731, -6.987)  -1.67
C (-0.961, -2.868, -5.827)  -1.63
H (-5.381, 1.494, -3.979)  0.48
H (-4.675, 2.064, -2.449)  0.40
H (-5.578, 0.543, -2.504)  0.30
H (-4.536, -0.766, -4.848)  0.49
H (3.756, -3.179, -0.744)  0.45
H (2.200, -4.571, 0.365)  0.27
H (1.324, -5.133, -1.067)  0.48
H (0.444, -4.326, 0.226)  0.36
H (4.296, -1.942, -4.273)  0.36
H (5.530, -0.666, -4.267)  0.48
H (3.801, -0.243, -4.239)  0.12
H (5.507, -2.915, -2.261)  0.38
H (5.700, -1.956, -0.777)  0.28
H (6.624, -1.548, -2.227)  0.48
H (4.021, 1.120, -2.087)  -0.06
H (5.755, 0.843, -2.357)  0.48
H (5.036, 0.483, -0.784)  0.10
H (2.771, 4.280, -3.928)  0.56
H (3.578, 4.767, -1.763)  0.43
H (3.655, 3.352, -0.678)  0.26
H (2.336, 4.488, -0.515)  0.34
H (3.241, 3.846, -6.133)  0.42
H (1.863, 4.954, -5.965)  0.43
H (2.131, 4.092, -7.482)  0.42
H (2.881, 1.383, -6.348)  0.33
H (1.707, 1.598, -7.659)  0.44
H (1.260, 0.693, -6.196)  0.16
H (-0.508, 4.020, -5.907)  0.37
H (-0.762, 2.271, -5.979)  0.15
H (-0.218, 3.148, -7.423)  0.43
H (-4.344, -3.158, -5.130)  0.34
H (-2.977, -3.893, -4.276)  0.27
H (-3.277, -4.289, -5.978)  0.47
H (-3.897, -1.420, -6.952)  0.32
H (-2.743, -2.468, -7.785)  0.47
H (-2.242, -0.861, -7.239)  0.31
H (-0.607, -3.321, -4.902)  0.23
H (-0.274, -2.063, -6.089)  0.19
H (-0.946, -3.618, -6.620)  0.50
N (2.136, 1.650, 4.966)  0.19
C (1.320, 1.333, 3.927)  -0.94
N (0.197, 1.891, 3.672)  0.38
C (-0.258, 2.906, 4.521)  0.28
N (-1.429, 3.402, 4.434)  -0.51
N (-2.391, 2.961, 3.636)  -0.17
C (-2.854, 3.645, 2.675)  -0.66
C (-4.036, 3.221, 1.907)  0.80
C (-4.948, 4.183, 1.475)  -0.87
C (-6.013, 3.792, 0.684)  -0.42
C (-6.128, 2.455, 0.337)  -0.98
C (-5.198, 1.563, 0.846)  0.22
N (-4.180, 1.926, 1.620)  0.01
C (0.659, 3.435, 5.544)  0.69
C (0.395, 4.593, 6.270)  -0.46
C (1.304, 5.059, 7.201)  -0.76
C (2.485, 4.362, 7.431)  -0.47
C (2.768, 3.213, 6.716)  -0.71
C (1.866, 2.761, 5.759)  -0.03
H (2.999, 1.151, 5.096)  0.09
H (1.667, 0.534, 3.275)  0.77
H (-2.403, 4.595, 2.373)  0.33
H (-4.826, 5.214, 1.780)  0.47
H (-6.744, 4.513, 0.341)  0.42
H (-6.921, 2.105, -0.310)  0.46
H (-5.265, 0.503, 0.622)  0.27
H (-0.532, 5.117, 6.086)  0.46
H (1.097, 5.969, 7.748)  0.40
H (3.194, 4.721, 8.165)  0.39
H (3.687, 2.668, 6.894)  0.41
C (-4.688, -1.457, 2.849)  -0.87
N (-4.182, -1.882, 4.133)  0.09
C (-4.892, -1.449, 5.319)  -0.63
C (-3.939, -1.896, 6.414)  -0.67
N (-2.641, -1.795, 5.760)  0.16
C (-1.533, -2.395, 6.472)  -0.94
C (-2.817, -1.876, 4.380)  0.22
N (-1.981, -1.909, 3.422)  -0.23
C (-0.550, -1.928, 3.560)  -0.68
C (0.061, -2.351, 2.215)  -0.86
N (1.390, -1.840, 2.005)  1.03
C (2.427, -2.175, 2.657)  -0.50
N (3.669, -1.624, 2.383)  0.53
C (3.824, -0.451, 1.564)  -0.50
C (4.569, -1.822, 3.492)  -0.47
C (3.999, -3.080, 4.132)  -0.71
N (2.592, -3.047, 3.746)  0.29
C (1.941, -4.339, 3.796)  -1.07
H (-5.709, -1.822, 2.733)  0.24
H (-4.064, -1.883, 2.068)  0.29
H (-4.680, -0.365, 2.760)  0.32
H (-5.871, -1.926, 5.382)  0.36
H (-5.028, -0.358, 5.327)  0.29
H (-4.150, -2.931, 6.717)  0.35
H (-3.972, -1.258, 7.298)  0.37
H (-1.683, -2.212, 7.535)  0.42
H (-0.589, -1.938, 6.184)  0.19
H (-1.471, -3.479, 6.318)  0.32
H (-0.192, -2.608, 4.339)  0.12
H (-0.187, -0.921, 3.808)  0.33
H (-0.561, -1.930, 1.423)  -0.91
H (0.005, -3.441, 2.120)  0.21
H (3.050, -0.439, 0.801)  -0.33
H (4.804, -0.486, 1.090)  0.63
H (3.753, 0.479, 2.148)  0.13
H (4.544, -0.966, 4.189)  0.13
H (5.595, -1.949, 3.145)  0.39
H (4.096, -3.084, 5.219)  0.39
H (4.492, -3.977, 3.736)  0.32
H (2.061, -4.749, 4.800)  0.36
H (2.376, -5.047, 3.079)  0.35
H (0.878, -4.252, 3.591)  0.23
O (-4.393, -1.660, -0.739)  -0.68
C (-3.222, -1.802, -0.804)  0.72
N (-2.023, -1.892, -0.785)  -0.31